(1)
23
Properties=species:S:1:pos:R:3 method="wB97M-V/def2-TZVPD" de_lowest_kcal_mol=66.8 spin_multiplicity=1 energy_ha=-537.65334
C -4.363 -1.593 -0.370
C -3.351 -0.869 0.089
C -1.359 0.383 -0.080
C -1.595 1.410 0.981
C -1.230 1.836 -0.411
C 2.721 0.190 -0.300
C 4.235 0.105 -0.289
C 3.964 -1.335 0.153
H -4.971 -2.144 0.355
H -4.665 -1.538 -1.405
H -3.078 -0.801 1.145
H -0.454 -0.246 -0.045
H -0.869 1.476 1.803
H -2.626 1.574 1.260
H -2.011 2.263 -1.048
H -0.247 2.283 -0.515
H 4.624 0.793 0.484
H 4.772 0.215 -1.240
H 4.204 -2.084 -0.589
H 4.329 -1.612 1.161
O -2.441 -0.227 -0.693
O 1.889 0.973 -0.669
O 2.523 -1.050 0.222



(2)
24
Properties=species:S:1:pos:R:3 method="wB97M-V/def2-TZVPD" de_lowest_kcal_mol=33.8 spin_multiplicity=1 energy_ha=-935.84163
C -0.103 -1.025 2.111
C -0.174 1.734 -0.588
C -0.447 0.320 1.531
C -0.484 -2.104 1.166
C 0.430 0.615 0.235
C 0.596 -1.958 -0.021
C 0.550 -0.581 -0.623
C 0.752 2.357 -1.647
O 0.436 -1.115 3.184
O -2.554 -0.981 -1.200
O -1.389 1.172 -1.090
S -1.500 -0.273 -1.815
H -1.447 0.290 1.224
H -0.211 1.185 2.056
H -0.342 -3.128 1.566
H -1.411 -1.812 0.713
H -0.513 2.390 0.103
H 1.362 0.846 0.733
H 1.660 -2.159 0.393
H 0.509 -2.638 -0.839
H 1.328 -0.419 -1.398
H 0.117 2.503 -2.572
H 1.549 1.604 -1.846
H 1.285 3.177 -1.375



(3)
25
Properties=species:S:1:pos:R:3 method="wB97M-V/def2-TZVPD" smiles="C=CC(=O)[Si](OC)(OC)C(=O)C=C" de_lowest_kcal_mol=5.5 spin_multiplicity=1 energy_ha=-902.43733
C 1.178 3.582 -0.615
C 1.107 2.299 -0.979
C 1.469 1.172 -0.121
O 2.563 1.023 0.396
Si 0.031 -0.179 -0.044
O -0.351 -0.750 -1.504
C -1.314 -0.131 -2.404
O -1.231 0.745 0.429
C -2.475 0.220 0.837
C 0.277 -1.639 1.066
O -0.632 -2.144 1.656
C 1.676 -2.048 1.331
C 1.851 -3.180 2.051
H 0.570 4.335 -1.073
H 1.547 3.786 0.370
H 0.536 1.967 -1.788
H -1.617 0.725 -1.907
H -1.950 -0.999 -2.583
H -0.789 0.112 -3.348
H -3.373 0.890 1.047
H -2.394 -0.495 1.751
H -2.841 -0.458 0.050
H 2.489 -1.458 0.779
H 2.734 -3.728 2.225
H 0.940 -3.646 2.380



(4)
23
Properties=species:S:1:pos:R:3 method="wB97M-V/def2-TZVPD" smiles="CC1=C(C)[C@H](O)C(=S)S1.C=C" de_lowest_kcal_mol=47.3 spin_multiplicity=1 energy_ha=-1183.56938
C -0.234 1.145 1.791
C 0.960 0.716 1.054
C 1.744 1.204 0.088
C 1.537 2.519 -0.595
C 2.997 0.420 -0.346
O 3.098 0.395 -1.745
C 3.096 -0.984 0.276
S 4.144 -2.156 -0.044
S 1.732 -0.964 1.462
H -1.043 0.431 1.647
H -0.551 2.127 1.448
H -0.012 1.195 2.857
H 1.929 2.462 -1.607
H 2.063 3.313 -0.063
H 0.480 2.770 -0.632
H 3.862 0.980 0.072
H 3.759 -0.266 -1.985
C -3.377 -3.159 -0.115
C -2.244 -3.249 -0.780
H -4.146 -2.453 -0.381
H -3.590 -3.792 0.731
H -1.480 -3.959 -0.509
H -2.025 -2.620 -1.628



no.,E_HOMO (eV),gap between HOMO and LUMO (eV)
1,-8.4780,9.18
2,-8.5239,8.80
3,-8.8803,8.58
4,-8.5298,8.24